Arrangement one

{"formula": "C8H14N3", "method": "ωB97M-V/def2-TZVPD", "symbols": ["C", "C", "C", "C", "C", "C", "C", "C", "N", "N", "N", "H", "H", "H", "H", "H", "H", "H", "H", "H", "H", "H", "H", "H", "H"], "coordinates": [[-2.3980, -1.5235, 1.3481], [-1.4775, -2.3778, 1.8762], [-2.0051, -0.3256, 0.6301], [-0.1555, -2.0253, 1.7594], [1.8494, -0.7276, 1.0113], [2.0564, -0.2893, -0.4851], [0.0371, 1.2591, -0.0660], [-0.7086, 0.1199, 0.5356], [0.4188, -0.9691, 1.2834], [-0.7588, 2.3519, -3.3965], [1.4047, 1.0290, -0.5861], [-3.4146, -1.8126, 1.4953], [-1.8005, -3.2253, 2.4608], [-2.6054, 0.3084, 0.0159], [0.4536, -2.8019, 2.2310], [2.5074, -1.5215, 1.2733], [2.0799, 0.1082, 1.5719], [3.2021, -0.1764, -0.5850], [1.5446, -0.9154, -1.0982], [-0.6523, 1.7454, -0.7942], [0.0734, 2.0213, 0.7291], [-0.9139, 2.3431, -4.4386], [0.2238, 2.2683, -3.3922], [-0.9314, 3.3454, -3.0146], [1.9704, 1.7913, -0.3649]], "total_charge": 1, "e_lumo_ha": -0.1667, "gap_ev": 8.0}

Arrangement two

{"formula": "C8H14N3", "method": "ωB97M-V/def2-TZVPD", "symbols": ["C", "N", "N", "C", "C", "C", "N", "C", "C", "C", "C", "H", "H", "H", "H", "H", "H", "H", "H", "H", "H", "H", "H", "H", "H"], "coordinates": [[-2.3153, 2.1720, -0.0471], [-1.4099, 1.2769, -0.0700], [-1.6396, -0.0144, -0.0399], [-2.9655, -0.5090, 0.1195], [-0.5797, -0.8839, -0.1466], [-0.6379, -2.2355, -0.3754], [0.7048, -0.1931, -0.0776], [1.1360, 0.7328, -0.8912], [2.5999, 1.1067, -0.5089], [3.0375, -0.0516, 0.4508], [1.7212, -0.7252, 0.9003], [-3.3210, 1.9407, -0.0803], [-2.0296, 3.1483, 0.0600], [-2.9426, -1.5156, 0.6980], [-3.3582, 0.1615, 0.7461], [-3.6246, -0.7530, -0.6827], [-1.5459, -2.8001, -0.4481], [0.2309, -2.7356, -0.4989], [0.5698, 1.3533, -1.5945], [2.8418, 2.1100, -0.0663], [3.2056, 1.0028, -1.4358], [3.6355, -0.8069, 0.1248], [3.6181, 0.4066, 1.1864], [1.6986, -1.7493, 0.8135], [1.3701, -0.4386, 1.8640]], "total_charge": 1, "e_lumo_ha": -0.1564, "gap_ev": 7.7}

Least stable = arrangement two

Arrangement one

{"formula": "H35O17", "method": "ωB97M-V/def2-TZVPD", "symbols": ["O", "H", "H", "O", "H", "H", "O", "H", "H", "O", "H", "H", "O", "H", "O", "H", "H", "O", "H", "H", "O", "H", "H", "O", "H", "H", "O", "H", "H", "O", "H", "H", "O", "H", "H", "O", "H", "H", "O", "H", "H", "O", "H", "H", "O", "H", "H", "O", "H", "H", "H", "H"], "coordinates": [[-2.2237, 1.5063, 2.8150], [-1.5818, 1.0342, 2.2744], [-2.5988, 2.1260, 2.1551], [-3.1775, -1.7424, -2.8232], [-2.3926, -1.2143, -2.6358], [-3.3590, -2.0766, -3.6985], [-3.2875, 2.6161, 0.5880], [-2.8758, 3.1852, -0.0593], [-2.9732, 1.7255, 0.6482], [0.5749, 2.8501, 1.0394], [1.3125, 3.3590, 0.6899], [0.7709, 2.2743, 3.9584], [0.7147, 4.6863, -1.5927], [0.4602, 2.9643, 2.3360], [-2.6905, -3.2457, 0.4817], [-2.8624, -3.9297, -0.1757], [-3.0084, -3.6663, 1.2849], [2.4323, -0.7420, 1.6327], [1.7866, -0.1129, 1.2914], [2.0934, -1.6075, 1.4000], [0.2033, 2.9148, 3.4676], [0.4765, 4.5884, -2.5277], [-0.6288, 2.3300, 3.4996], [-3.0944, -0.2304, -0.0736], [-1.0653, -1.8962, 0.4459], [-2.9497, -0.6411, 0.7832], [1.8434, -3.7434, -1.6116], [2.7183, -3.8041, -1.2194], [1.5071, -4.6484, -1.5160], [3.0753, -1.5051, -3.0836], [2.2275, -1.2570, -3.4613], [2.8133, -2.3370, -2.6385], [-0.3490, -1.2861, -3.1004], [-0.0863, -0.8898, -3.9326], [-0.4693, -2.2211, -3.2773], [0.7558, -2.1755, 2.9836], [0.5353, -2.0251, 3.9018], [1.7060, -2.1801, 2.9010], [0.4807, 1.0432, -0.8225], [1.1772, 0.7683, -1.4755], [-0.0369, -2.5657, 1.4000], [1.5119, 0.7549, 3.4703], [2.3373, 0.5250, 2.9884], [1.4733, 0.3012, 4.3134], [-0.1410, -2.1478, 0.5327], [0.1617, 2.2707, 0.4068], [0.2776, 0.2106, -0.3716], [2.8652, 1.9055, -3.4756], [2.1554, 1.9202, -4.1297], [3.3654, 2.7139, -3.6075], [1.5444, 4.1918, -1.7312], [-3.5054, -0.8745, -0.6488]], "total_charge": 1, "e_lumo_ha": -0.1031, "gap_ev": 10.4}

Arrangement two

{"formula": "H35O17", "method": "ωB97M-V/def2-TZVPD", "symbols": ["O", "H", "H", "O", "H", "H", "O", "H", "H", "O", "H", "H", "O", "H", "O", "H", "H", "O", "H", "H", "O", "H", "H", "O", "H", "H", "O", "H", "H", "O", "H", "H", "O", "H", "H", "O", "H", "H", "O", "H", "H", "O", "H", "H", "O", "H", "H", "O", "H", "H", "H", "H"], "coordinates": [[0.5113, 3.2407, -1.1466], [-2.9333, -1.7968, -3.5307], [1.0886, 3.6821, -1.7415], [-2.7320, -1.4247, -2.6768], [-0.8917, -2.6822, 1.5024], [3.3341, -0.0239, -2.8444], [3.6429, 0.2900, 1.7004], [4.0070, -0.4436, 2.3078], [0.8884, 1.4003, 2.3801], [-1.4826, -4.3090, -0.4398], [-0.8776, -4.6708, 0.2792], [-0.6379, 4.4281, 0.9273], [0.1576, 1.2358, 1.7074], [0.1034, 2.2788, 4.6957], [-0.2897, -1.1040, -0.6787], [-1.2327, -0.7221, -0.5883], [-4.2366, 1.7337, -2.5664], [1.3795, -1.1593, 2.1058], [2.2540, -3.1922, 4.3486], [-3.1231, 1.4639, -0.4864], [0.2972, 2.8291, 3.9594], [-0.4057, 3.3740, -1.3199], [0.0474, 3.7871, 3.8352], [-1.6619, -2.1488, 1.5654], [3.6915, -0.6414, -1.5276], [-2.4583, -2.5765, 1.8740], [-3.6284, 1.6847, -3.2714], [0.4043, -1.1281, 2.0088], [-3.2745, 0.7942, -3.0026], [1.5316, -2.2768, -3.0303], [1.3474, -0.7317, 0.0756], [0.0739, 1.8345, -4.3399], [-3.0318, 0.5190, -0.7207], [0.6970, -1.9104, -2.8223], [-3.3804, 0.0220, 0.0698], [1.6274, 0.2248, -0.0372], [0.7310, 0.6431, 0.3126], [4.4787, 0.6906, 1.5222], [-0.7415, 1.9379, -3.7980], [1.8504, -1.4467, 2.9078], [-0.5483, -1.9462, -1.0694], [0.2742, 4.5622, 1.2190], [2.3574, 0.1117, 0.7240], [-3.4238, -0.8080, -2.4912], [4.0351, -0.0836, -2.2104], [-1.5025, 1.4684, -4.1030], [-2.3150, -4.1014, 0.0350], [1.4949, -2.6224, 4.3746], [0.7742, -3.0893, 4.7939], [-0.5022, 1.6712, 2.2396], [1.5789, -2.6416, -3.8940], [0.6523, 3.7735, 0.8660]], "total_charge": 1, "e_lumo_ha": -0.1051, "gap_ev": 10.3}

Least stable = arrangement two

Arrangement one

{"formula": "C8H24O4", "method": "ωB97M-V/def2-TZVPD", "symbols": ["C", "C", "O", "H", "H", "H", "H", "H", "H", "C", "C", "O", "H", "H", "H", "H", "H", "H", "C", "C", "O", "H", "H", "H", "H", "H", "H", "C", "C", "O", "H", "H", "H", "H", "H", "H"], "coordinates": [[2.7643, -0.4378, 0.4254], [2.7135, -1.4632, 1.6665], [3.9614, -1.3414, 2.2379], [1.9922, -0.7523, -0.2768], [3.6880, -0.5794, -0.1356], [2.6211, 0.6192, 0.6500], [2.7116, -2.4757, 1.2629], [1.8556, -1.3809, 2.3339], [4.3062, -2.2146, 2.4390], [0.5555, 0.4257, -1.7762], [-0.5273, 0.0138, -0.7586], [0.1305, -0.3384, 0.4192], [1.2575, -0.3821, -1.9831], [1.1425, 1.2442, -1.3595], [0.1890, 0.7765, -2.7409], [-0.9803, -0.8707, -1.2065], [-1.3187, 0.7220, -0.5135], [0.2890, 0.3893, 1.0249], [0.7386, 2.6944, 0.3693], [-0.2482, 2.0439, 1.4653], [0.2770, 0.7995, 1.8971], [0.9077, 1.8868, -0.3429], [1.6845, 3.0267, 0.7970], [0.4025, 3.5558, -0.2079], [-1.2031, 1.7795, 1.0111], [-0.4023, 2.6679, 2.3457], [-0.3368, 0.4145, 2.5270], [-3.5292, -2.0886, -1.1926], [-2.9061, -0.7882, -1.7059], [-2.7931, 0.1733, -0.6852], [-4.4368, -1.8291, -0.6476], [-2.8864, -2.4663, -0.3974], [-3.6164, -2.7934, -2.0194], [-3.4644, -0.4221, -2.5676], [-1.9012, -1.0115, -2.0640], [-3.6379, 0.4027, -0.2911]], "total_charge": 0, "e_lumo_ha": 0.0172, "gap_ev": 8.1}

Arrangement two

{"formula": "C8H24O4", "method": "ωB97M-V/def2-TZVPD", "symbols": ["C", "C", "O", "H", "H", "H", "H", "H", "H", "C", "C", "O", "H", "H", "H", "H", "H", "H", "C", "C", "O", "H", "H", "H", "H", "H", "H", "C", "C", "O", "H", "H", "H", "H", "H", "H"], "coordinates": [[-2.0626, -4.1681, 3.6196], [-0.5776, -4.0437, 3.9506], [-0.3577, -4.5529, 5.1847], [-2.3835, -3.7897, 2.6491], [-2.6267, -3.5504, 4.3185], [-2.4061, -5.2020, 3.5841], [-0.3251, -2.9834, 3.9593], [-0.0545, -4.6155, 3.1841], [-0.2507, -3.7980, 5.7681], [3.8767, -0.2901, -0.0793], [2.4356, 0.1308, 0.1976], [2.1397, 1.1220, -0.7583], [4.0323, -1.1239, 0.6052], [4.5124, 0.5731, 0.1179], [4.0570, -0.6499, -1.0923], [2.4114, 0.6583, 1.1512], [1.8230, -0.7481, -0.0031], [1.3291, 0.9118, -1.2278], [0.3566, -1.7127, -5.2677], [-1.1214, -1.5743, -4.7838], [-1.4172, -0.4255, -3.9365], [1.1389, -1.7461, -4.5093], [0.5024, -0.9183, -5.9996], [0.5254, -2.5376, -5.9599], [-1.3715, -2.4365, -4.1656], [-1.7268, -1.5390, -5.6896], [-2.2820, -0.5330, -3.5338], [-1.8127, 5.1946, 1.5237], [-0.9950, 6.0392, 0.5485], [0.4506, 5.8000, 0.6952], [-2.8640, 5.4813, 1.4979], [-1.5220, 5.0749, 2.5674], [-1.7055, 4.1893, 1.1161], [-1.2181, 7.0757, 0.8013], [-1.1793, 5.7931, -0.4972], [0.6692, 4.8944, 0.4634]], "total_charge": 0, "e_lumo_ha": 0.0142, "gap_ev": 10.5}

Arrangement three

{"formula": "C8H24O4", "method": "ωB97M-V/def2-TZVPD", "symbols": ["C", "C", "C", "O", "H", "H", "H", "H", "H", "H", "H", "H", "C", "C", "C", "O", "H", "H", "H", "H", "H", "H", "H", "H", "C", "O", "H", "H", "H", "H", "C", "O", "H", "H", "H", "H"], "coordinates": [[6.4101, 6.3982, 6.1019], [7.5664, 7.2194, 5.5295], [8.9323, 6.7318, 6.0212], [7.5139, 7.2232, 4.1013], [5.4535, 6.8211, 5.7978], [6.4655, 6.4074, 7.1921], [6.4690, 5.3630, 5.7595], [7.4603, 8.2582, 5.8395], [8.9475, 6.6657, 7.1143], [9.6795, 7.4994, 5.7916], [9.3201, 5.8007, 5.6089], [7.5313, 6.3019, 3.8229], [8.9195, 9.4013, 9.3085], [7.5563, 9.1777, 9.9380], [7.5247, 7.9273, 10.7892], [7.2821, 10.3472, 10.7242], [9.7063, 9.3798, 10.0637], [8.8991, 10.3453, 8.7693], [9.1529, 8.5870, 8.6168], [6.8254, 9.0854, 9.1224], [8.4452, 7.8372, 11.3703], [7.4920, 7.0307, 10.1567], [6.6611, 7.8694, 11.4514], [6.4977, 10.1718, 11.2533], [12.5285, 7.8011, 7.1138], [13.3784, 7.9089, 8.2498], [12.5351, 6.7722, 6.7439], [11.5321, 8.1198, 7.4057], [12.8557, 8.4753, 6.3121], [14.2657, 7.6658, 7.9577], [16.3049, 6.7520, 6.0880], [15.7263, 6.5674, 7.3811], [16.8631, 7.6842, 6.1103], [16.9510, 5.9190, 5.8200], [15.5230, 6.8574, 5.3281], [15.6301, 5.6277, 7.5527]], "total_charge": 0, "e_lumo_ha": 0.0249, "gap_ev": 10.5}

Least stable = arrangement one

Arrangement one

{"formula": "C5H15N2O", "method": "ωB97M-V/def2-TZVPD", "symbols": ["C", "C", "C", "C", "C", "N", "N", "H", "H", "H", "H", "H", "H", "H", "H", "H", "H", "H", "H", "H", "H", "H", "O"], "coordinates": [[2.9832, 1.1405, -1.0176], [1.8718, 0.3852, -0.2960], [0.7524, -0.0452, -1.2688], [-0.5233, -0.4015, -0.6066], [-1.2147, -1.5431, -0.7640], [-2.1950, -1.9480, 0.1011], [-1.1612, 0.6356, 0.2125], [2.7733, 2.2128, -1.0392], [3.0920, 0.7594, -2.0308], [3.9624, 1.0989, -0.5454], [2.2988, -0.5342, 0.0981], [1.4681, 0.9709, 0.5353], [1.1265, -0.8816, -1.8527], [0.6982, 0.6903, -2.0822], [-0.9970, -2.2288, -1.5554], [-2.7975, -2.6920, -0.1995], [-2.3283, -1.5933, 1.0331], [-0.7787, 0.6619, 1.1704], [-0.8860, 1.5734, -0.1011], [-2.1815, 0.5669, 0.2662], [-1.6471, -0.1015, 3.7982], [-2.4446, 1.0020, 3.2154], [-1.8719, 0.2716, 2.9289]], "total_charge": 1, "e_lumo_ha": -0.1180, "gap_ev": 9.1}

Arrangement two

{"formula": "C5H15N2O", "method": "ωB97M-V/def2-TZVPD", "symbols": ["C", "C", "C", "C", "C", "N", "N", "H", "H", "H", "H", "H", "H", "H", "H", "H", "H", "H", "H", "H", "H", "H", "O"], "coordinates": [[2.8623, 0.5762, 0.6663], [1.4551, 0.4745, 0.1248], [1.0968, -0.8905, -0.5569], [-0.1826, -0.8276, -1.3707], [-2.2769, -0.8070, -0.2958], [-1.2891, -1.4339, -0.6558], [0.4827, 0.6733, 1.0960], [3.0868, -0.1564, 1.4217], [3.0674, 1.5688, 1.0630], [3.5922, 0.4389, -0.1458], [1.2480, 1.2620, -0.5925], [1.9549, -1.2350, -1.1312], [0.9834, -1.6197, 0.2321], [-0.5224, 0.2194, -1.4979], [-0.0827, -1.2574, -2.3735], [-3.0338, -1.3940, 0.2456], [-2.3913, 0.2681, -0.4945], [-4.6839, -0.1441, 4.2215], [-5.2596, 0.2793, 4.3713], [-0.3726, 1.3606, 0.6361], [0.8880, 1.1298, 1.9183], [-1.3629, 2.6314, -0.3419], [-1.0483, 1.7214, -0.2871]], "total_charge": 1, "e_lumo_ha": -0.3239, "gap_ev": 4.8}

Arrangement three

{"formula": "C5H15N2O", "method": "ωB97M-V/def2-TZVPD", "symbols": ["C", "C", "C", "C", "C", "N", "N", "H", "H", "H", "H", "H", "H", "H", "H", "H", "H", "H", "H", "H", "H", "H", "O"], "coordinates": [[-1.4280, -0.4042, 1.2175], [-1.0024, -0.9829, -0.1568], [-0.5413, 0.2270, -1.0024], [0.5882, 1.0590, -0.4353], [1.9733, 0.2522, -0.0338], [1.9488, -0.8279, -1.0358], [-0.0280, -2.1126, -0.0832], [-2.1344, 0.4355, 1.2075], [-0.5167, 0.2476, 1.6368], [-1.6104, -1.1483, 1.9852], [-1.9056, -1.3260, -0.7066], [-1.4304, 0.8549, -1.0528], [-0.1512, -0.0518, -1.9993], [0.0135, 1.5965, 0.4106], [2.7903, 0.9298, -0.2006], [2.0175, -0.1485, 0.9936], [0.8845, 1.8184, -1.1793], [2.7896, -1.3852, -1.1321], [1.0306, -1.6906, -0.6380], [-0.3939, -2.8783, -0.6817], [0.0774, 0.5509, 2.2214], [-1.5519, 3.2765, 0.7742], [-1.3617, 2.3245, 1.0824]], "total_charge": 1, "e_lumo_ha": -0.3144, "gap_ev": 3.7}

Arrangement four

{"formula": "C5H15N2O", "method": "ωB97M-V/def2-TZVPD", "symbols": ["C", "N", "C", "C", "C", "O", "C", "N", "H", "H", "H", "H", "H", "H", "H", "H", "H", "H", "H", "H", "H", "H", "H"], "coordinates": [[-1.1065, -0.7776, -0.4766], [-1.1820, -0.2489, 0.8988], [0.1753, 0.2472, 1.1454], [1.2033, -0.8150, 1.5677], [2.6139, -0.2707, 1.4977], [2.6587, 0.8596, 2.3440], [-0.9019, 0.2788, -1.4367], [-3.1926, 0.4606, -4.4199], [-0.3109, -1.5327, -0.4664], [-2.0914, -1.2528, -0.6268], [-1.6687, 0.6332, 0.7187], [0.6277, 0.6405, 0.1697], [0.1971, 1.0853, 1.8348], [0.9263, -1.2584, 2.5218], [1.1400, -1.6146, 0.8181], [2.8224, 0.0432, 0.4632], [3.3174, -1.0691, 1.7565], [3.5591, 1.1874, 2.4317], [-1.3759, 1.2282, -1.1388], [-0.6905, 0.1006, -2.4938], [-3.8910, -0.2211, -4.2076], [-3.0831, 0.6387, -5.4000], [-2.3769, 0.5591, -3.8614]], "total_charge": 1, "e_lumo_ha": -0.2946, "gap_ev": 4.8}

Least stable = arrangement three